ORCA calculation (ωB97M-V/def2-TZVPD) on C3H6N2OS in the gas phase.

Geometry (Å):
1 C -1.051 -0.718 0.299
2 C -0.708 0.598 -0.400
3 N -0.318 1.414 0.694
4 N 0.892 1.493 0.791
5 C 1.466 0.895 -0.452
6 S 2.501 -0.596 -0.122
7 O 0.430 0.645 -1.282
8 H -1.026 -1.563 -0.519
9 H -2.082 -0.487 0.665
10 H -0.621 -0.837 1.254
11 H -1.574 0.967 -0.914
12 H 2.097 1.603 -0.861
13 H 1.910 -1.230 -1.164

E = -19068.917 eV
Energy above the lowest of the compared OMol25 structures with the same formula, charge and spin = 3.250 eV
LUMO = 0.632 eV
SMILES = C[C@H]1N=N[C@@H](S)O1
HOMO-LUMO gap = 10.02 eV
HOMO = -9.4 eV

Atomic partial charges in e from the natural (NBO) method, atoms 1 to 2: -0.6530 0.1630